## 1
The following is a quantum chemistry calculation of a single C22H32N4O molecule, from OMol25.

* gap between HOMO and LUMO: 9.3067 eV
* SMILES string: Cc1ccn(CC(=O)N[C@H]2CCCN(Cc3ccc(CC(C)C)cc3)C2)n1

Last column: Löwdin charge in e.
Geometry (Å):
C1 3.49541 2.86811 1.51396  -0.03
C2 4.00638 2.25754 0.25896  -0.35
C3 4.00332 2.79977 -1.03717  -0.02
C4 4.59437 1.84001 -1.82580  -0.05
N1 4.92578 0.81594 -1.01791  -0.16
C5 5.48124 -0.45686 -1.37698  -0.03
C6 4.42322 -1.58122 -1.27820  -0.48
O1 4.28336 -2.40903 -2.15338  0.06
N2 3.74950 -1.53597 -0.12232  0.11
C7 2.53734 -2.28828 0.11249  -0.28
C8 2.42246 -2.65901 1.59060  -0.14
C9 2.21483 -1.40587 2.43807  -0.17
C10 1.04704 -0.58268 1.89873  -0.20
N3 1.29369 -0.24202 0.51166  -0.15
C11 0.42479 0.80330 -0.00996  -0.15
C12 -1.03745 0.43302 -0.05843  -0.22
C13 -1.86816 0.67506 1.02821  -0.04
C14 -3.19266 0.27729 1.01082  -0.04
C15 -3.72535 -0.37708 -0.09180  -0.24
C16 -5.16874 -0.78508 -0.13482  -0.15
C17 -6.00463 0.16008 -1.01512  -0.43
C18 -7.42965 -0.37039 -1.14826  -0.08
C19 -6.01345 1.57242 -0.43786  -0.07
C20 -2.89467 -0.61644 -1.17994  -0.03
C21 -1.57178 -0.21726 -1.16464  -0.04
C22 1.32988 -1.43740 -0.30517  -0.14
N4 4.56720 1.05836 0.24604  0.10
H1 3.46030 2.11813 2.29893  0.07
H2 2.49924 3.27693 1.35678  0.07
H3 4.14812 3.68058 1.83312  0.08
H4 3.62260 3.75272 -1.34232  0.10
H5 4.80046 1.81905 -2.87698  0.12
H6 5.85973 -0.41876 -2.39919  0.13
H7 6.30075 -0.70060 -0.69349  0.13
H8 3.85944 -0.69032 0.43791  0.09
H9 2.58767 -3.18562 -0.51306  0.15
H10 3.32108 -3.18854 1.91011  0.12
H11 1.56936 -3.32933 1.71344  0.12
H12 3.11701 -0.79304 2.42273  0.10
H13 2.01426 -1.68628 3.47361  0.11
H14 0.95948 0.34427 2.47050  0.12
H15 0.10781 -1.15248 2.01968  0.13
H16 0.56493 1.68240 0.62546  0.11
H17 0.78376 1.04729 -1.01449  0.12
H18 -1.47704 1.18820 1.89576  0.11
H19 -3.82110 0.47816 1.86710  0.11
H20 -5.24656 -1.79761 -0.53888  0.12
H21 -5.58471 -0.78924 0.87485  0.12
H22 -5.54788 0.19511 -2.01047  0.13
H23 -7.90640 -0.42580 -0.17157  0.08
H24 -7.43303 -1.36531 -1.58836  0.07
H25 -8.02260 0.28581 -1.78141  0.07
H26 -6.58787 2.24014 -1.07615  0.08
H27 -5.00043 1.95999 -0.35754  0.07
H28 -6.46402 1.57441 0.55279  0.08
H29 -3.28942 -1.12383 -2.04898  0.12
H30 -0.94683 -0.40741 -2.02576  0.11
H31 1.45009 -1.14595 -1.35139  0.13
H32 0.40851 -2.03940 -0.21453  0.13

---

## 2
The following is a quantum chemistry calculation of a single C22H32N4O molecule, from OMol25.

* gap between HOMO and LUMO: 8.5560 eV
* SMILES string: Cn1c(CCN2CCCCC2)nc2cc(NC(=O)C3CCCCC3)ccc21

Last column: Löwdin charge in e.
Geometry (Å):
C1 -1.29006 4.27636 -0.22302  -0.01
N1 -0.83832 3.03699 -0.78698  -0.03
C2 0.07013 2.82432 -1.79135  -0.31
C3 0.79218 3.92835 -2.47646  -0.08
C4 1.88263 4.57179 -1.59460  -0.19
N2 3.18299 3.98968 -1.85668  -0.18
C5 4.28995 4.77829 -1.34971  -0.20
C6 4.46092 4.69749 0.17289  -0.19
C7 4.62242 3.23841 0.59362  -0.21
C8 3.45471 2.41087 0.06123  -0.18
C9 3.32943 2.60019 -1.45533  -0.18
N3 0.24136 1.56022 -2.06317  0.16
C10 -0.57893 0.87318 -1.20814  -0.22
C11 -0.78866 -0.49017 -1.06271  0.04
C12 -1.69231 -0.91038 -0.09680  -0.22
N4 -1.89230 -2.29295 0.03384  0.13
C13 -2.68840 -2.98258 0.89746  -0.44
O1 -3.40751 -2.47575 1.73034  0.08
C14 -2.54827 -4.49381 0.73541  -0.25
C15 -1.32175 -4.95523 1.53433  -0.16
C16 -1.16011 -6.46959 1.44238  -0.20
C17 -2.41344 -7.17124 1.95569  -0.21
C18 -3.63651 -6.71840 1.16439  -0.20
C19 -3.79993 -5.20491 1.24797  -0.16
C20 -2.37362 0.01267 0.70988  -0.01
C21 -2.17096 1.37021 0.57418  0.00
C22 -1.27115 1.79318 -0.38920  -0.17
H1 -0.96770 5.10996 -0.84314  0.09
H2 -0.88973 4.41037 0.78627  0.10
H3 -2.38053 4.27691 -0.16472  0.10
H4 0.07412 4.69313 -2.78156  0.11
H5 1.26414 3.52429 -3.37098  0.13
H6 1.58056 4.50651 -0.53602  0.11
H7 1.95769 5.63281 -1.85068  0.12
H8 4.15279 5.81713 -1.66208  0.11
H9 5.19855 4.39925 -1.82907  0.12
H10 5.33389 5.27959 0.47366  0.11
H11 3.58576 5.12900 0.66435  0.11
H12 4.68019 3.16170 1.68212  0.11
H13 5.55572 2.84816 0.17949  0.11
H14 3.60465 1.35310 0.28194  0.11
H15 2.52766 2.72023 0.54998  0.10
H16 2.48588 2.02864 -1.84128  0.09
H17 4.24028 2.22802 -1.93562  0.12
H18 -0.25966 -1.19322 -1.68780  0.12
H19 -1.33856 -2.84271 -0.60876  0.14
H20 -2.40045 -4.73844 -0.32290  0.15
H21 -1.45587 -4.66524 2.57866  0.13
H22 -0.42105 -4.45954 1.16252  0.11
H23 -0.29105 -6.78145 2.02539  0.11
H24 -0.98489 -6.75458 0.40181  0.11
H25 -2.55586 -6.92889 3.01095  0.11
H26 -2.29422 -8.25354 1.87251  0.11
H27 -4.53261 -7.20626 1.55236  0.11
H28 -3.52148 -7.01535 0.11860  0.11
H29 -3.97283 -4.90207 2.28177  0.12
H30 -4.66449 -4.88583 0.66231  0.12
H31 -3.06514 -0.35807 1.44665  0.10
H32 -2.70025 2.06917 1.20382  0.11

---

Which of them is most stable? Easy: 2.

---

## 1
The following is a quantum chemistry calculation of a gas-phase ion, C7H8N3 (charge +1), from OMol25.

* gap between HOMO and LUMO: 8.8395 eV
* total charge: +1
* SMILES string: Nn1cc[n+]2ccccc12

Last column: Löwdin charge in e.
Geometry (Å):
N1 -2.59521 1.20788 0.06829  0.10
N2 -1.64439 0.28015 -0.05202  -0.09
C1 -1.93547 -1.07872 -0.07546  0.01
C2 -0.81563 -1.82493 0.01042  0.01
N3 0.34101 -0.99186 -0.05442  0.02
C3 1.71494 -1.17091 -0.00422  0.05
C4 2.58993 -0.06046 0.05167  0.00
C5 2.08770 1.24535 -0.02702  -0.01
C6 0.73979 1.36989 -0.11255  0.02
C7 -0.12683 0.29916 -0.02535  -0.06
H1 -3.04159 1.41176 0.93027  0.12
H2 -2.58224 1.83511 -0.70667  0.11
H3 -2.87636 -1.55252 -0.08430  0.13
H4 -0.64138 -2.84560 0.12222  0.11
H5 1.91587 -2.26184 -0.01614  0.15
H6 3.61680 -0.13803 0.10575  0.10
H7 2.86995 1.94612 0.04156  0.12
H8 0.38312 2.32946 -0.17205  0.10

---

## 2
The following is a quantum chemistry calculation of 2 unconnected molecules or ions with the total composition C7H8N3, from OMol25.

* gap between HOMO and LUMO (spin up / spin down): 8.0117 / 6.3323 eV
* total charge: +1

Last column: Löwdin charge in e.
Geometry (Å):
C1 1.22585 -1.47797 -0.08537  -0.21
C2 -3.02148 -0.76909 -0.02654  0.01
C3 -3.08422 0.58799 -0.27465  -0.01
C4 -1.00992 0.10718 0.20489  -0.02
C5 2.71436 0.69576 0.71341  -0.06
C6 2.84013 0.49805 -0.79668  -0.05
C7 1.86896 -0.29082 -0.01307  -0.13
N1 0.69188 -2.48657 -0.21377  0.22
N2 -1.70585 -0.99836 0.35362  0.09
N3 -1.80579 1.08738 -0.13238  0.10
H1 -3.74505 -1.44600 0.17724  0.10
H2 -3.83320 1.26851 -0.37687  0.10
H3 3.32574 0.18627 1.41766  0.11
H4 2.22553 1.66828 0.95532  0.14
H5 2.46472 1.41968 -1.43866  0.18
H6 3.76778 -0.14768 -0.91294  0.16
H7 -1.43626 -1.90071 0.59499  0.11
H8 -1.48320 1.99807 -0.14621  0.14

---

Which of them is most stable? Easy: 1.

---

## 1
The following is a quantum chemistry calculation of a gas-phase ion, C9H13N2 (charge +1), from OMol25.

* gap between HOMO and LUMO: 8.5620 eV
* total charge: +1
* SMILES string: C[NH2+][C@H]1N[C@@H]1c1ccccc1

Last column: Löwdin charge in e.
Geometry (Å):
C1 -3.33233 1.10283 0.64091  -0.02
N1 -2.91662 -0.07781 -0.16934  0.02
C2 -1.53472 -0.78721 0.26725  -0.20
N2 -1.06494 -1.53569 -0.78934  0.09
C3 -0.39138 -0.03537 -0.52900  -0.06
C4 1.02729 -0.01914 -0.26880  -0.18
C5 1.73638 -0.94904 0.57721  -0.04
C6 3.03806 -0.94557 1.00398  -0.08
C7 3.83113 0.02235 0.42121  -0.06
C8 3.27191 0.88421 -0.54692  -0.10
C9 1.93837 1.00895 -0.78087  -0.03
H1 -3.03342 0.96365 1.62858  0.07
H2 -2.73365 2.02835 0.27883  0.14
H3 -4.48522 1.27571 0.66318  0.14
H4 -2.91592 0.13319 -1.17990  0.17
H5 -3.71205 -0.74571 -0.08973  0.18
H6 -1.54340 -1.18088 1.21567  0.13
H7 -1.68269 -1.71506 -1.59273  0.12
H8 -0.70735 0.67455 -1.24757  0.12
H9 1.11745 -1.73495 1.02176  0.11
H10 3.52814 -1.56843 1.76233  0.12
H11 4.92658 -0.00375 0.36341  0.12
H12 4.00399 1.39779 -1.12432  0.10
H13 1.63440 1.80702 -1.52580  0.13

---

## 2
The following is a quantum chemistry calculation of a gas-phase ion, C9H13N2 (charge +1), from OMol25.

* gap between HOMO and LUMO: 7.8736 eV
* total charge: +1

Last column: Löwdin charge in e.
Geometry (Å):
C1 -2.90512 -1.84936 0.18434  0.10
C2 -3.81276 -1.10331 -0.37712  0.07
C3 -1.71751 -2.06670 0.62132  0.10
C4 -3.88432 0.10227 -0.63440  0.04
C5 -0.89610 -0.75958 0.31616  -0.42
C6 -4.21899 1.36640 -1.09602  -0.01
C7 1.80188 0.27395 -1.07232  -0.02
C8 2.60934 -1.00134 1.21184  -0.03
C9 1.50496 -0.18456 0.43520  -0.35
N1 -1.45730 0.27912 0.01092  0.18
N2 0.38283 -1.07466 0.50515  0.03
H1 -1.22800 -2.71448 1.31441  0.13
H2 -3.51993 2.01208 -0.61157  0.11
H3 -5.16590 1.45286 -0.75664  0.08
H4 -4.14262 1.49925 -2.17711  0.13
H5 1.04328 0.88878 -1.44637  0.03
H6 2.78152 0.69282 -1.23787  0.08
H7 1.80172 -0.66745 -1.64195  0.09
H8 3.54390 -0.57956 1.00573  0.06
H9 2.60709 -1.98244 0.95552  0.03
H10 2.48097 -0.93418 2.33721  0.11
H11 1.31079 0.74180 1.11806  0.17
H12 -0.82972 1.07160 -0.26202  0.12
H13 0.63031 -2.05276 0.40627  0.14

---

Which of them is most stable? Easy: 1.

---

## 1
The following is a quantum chemistry calculation of a single C10H12P2 molecule, from OMol25.

* gap between HOMO and LUMO (spin up / spin down): 6.2496 / 6.7065 eV
* SMILES string: C=P(/C=C/C)=P/c1ccccc1

Last column: Löwdin charge in e.
Geometry (Å):
C1 -1.17517 3.20089 -1.65086  -0.31
P1 -0.28984 2.24719 -0.52120  0.62
C2 0.51879 0.83977 -1.34711  -0.33
C3 0.27069 0.30305 -2.56310  -0.21
C4 1.06046 -0.85334 -3.15526  -0.12
P2 -1.53037 1.67232 1.09248  0.73
C5 -0.74541 0.21133 1.68205  -0.64
C6 -1.60690 -0.77357 2.13036  -0.11
C7 -1.02303 -1.91478 2.71091  -0.13
C8 0.28368 -2.08748 2.76128  -0.13
C9 1.16561 -1.05298 2.40616  -0.06
C10 0.62122 0.14386 1.87463  -0.16
H1 -0.62331 3.03288 -2.58568  -0.02
H2 -1.49776 4.18048 -1.39327  -0.02
H3 1.32492 0.39455 -0.77621  0.05
H4 -0.58114 0.65839 -3.11881  0.09
H5 0.42987 -1.74656 -3.42121  0.08
H6 1.57483 -0.46169 -4.05137  0.07
H7 1.92303 -1.28002 -2.51210  0.10
H8 -2.67452 -0.79777 1.99631  0.09
H9 -1.54455 -2.75467 2.97699  0.08
H10 0.53474 -3.10357 3.25151  0.14
H11 2.32579 -1.03934 2.45164  0.13
H12 1.25837 0.98105 1.76186  0.08

---

## 2
The following is a quantum chemistry calculation of a single C10H12P2 molecule, from OMol25.

* gap between HOMO and LUMO: 7.8386 eV
* SMILES string: C=[P@]1(C)PC=C1c1ccccc1

Last column: Löwdin charge in e.
Geometry (Å):
C1 -1.46910 -1.32889 -1.31155  -0.32
P1 -1.80226 -0.20033 -0.08350  0.70
C2 -3.16209 -1.22105 0.83600  -0.26
P2 -2.68013 1.89940 -0.08179  0.67
C3 -0.86993 2.20816 -0.12152  -0.48
C4 -0.15621 1.13063 0.07118  -0.30
C5 1.25210 0.87129 0.14875  -0.27
C6 2.16421 1.77053 0.52871  -0.05
C7 3.49037 1.42464 0.46597  -0.08
C8 3.89382 0.27313 -0.17299  -0.08
C9 2.94738 -0.73372 -0.38913  -0.04
C10 1.59278 -0.45221 -0.12908  -0.02
H1 -1.14036 -0.98578 -2.31275  0.01
H2 -2.38383 -1.95092 -1.38406  -0.03
H3 -2.55238 -1.92898 1.61744  0.09
H4 -3.55734 -1.80355 -0.03049  0.02
H5 -3.81931 -0.60994 1.43363  0.00
H6 -2.87668 2.12368 1.40760  -0.08
H7 -0.49666 3.29468 -0.15404  0.09
H8 1.86259 2.74407 0.71097  0.10
H9 4.22853 2.13971 0.72120  0.09
H10 4.95425 0.19866 -0.48788  0.12
H11 3.11048 -1.62722 -0.94662  0.10
H12 0.87355 -1.14773 -0.07898  0.04

---

Which of them is most stable? Easy: 1.